No. 1
{
  "formula": "C23H24N6O2Rh",
  "method": "ωB97M-V/def2-TZVPD",
  "total_charge": 1,
  "spin_multiplicity": 1,
  "largest_force_ev_per_a": 2.8,
  "lumo_energy_ev": -3.85,
  "homo_lumo_gap_ev": 7.346,
  "relative_energy_kcal_mol": 21.7,
  "total_energy_ev": -40278.162,
  "homo_energy_ev": -11.200,
  "elements": ["Rh", "O", "C", "O", "C", "C", "C", "C", "C", "N", "H", "H", "H", "H", "N", "C", "C", "C", "C", "C", "C", "C", "C", "C", "C", "C", "C", "H", "H", "H", "H", "H", "H", "H", "H", "H", "H", "C", "C", "C", "C", "N", "C", "N", "N", "N", "H", "H", "H", "H", "H", "H", "H", "H", "H", "H"],
  "xyz": [[-0.120255, -0.874791, -0.153996], [0.009898, -3.885477, 2.560299], [-0.032530, -3.170291, 1.593241], [-0.515070, -1.957956, 1.532932], [0.520520, -3.682968, 0.276767], [1.062605, -4.945868, 0.148598], [1.553919, -5.329974, -1.087612], [1.479449, -4.443712, -2.156722], [0.928885, -3.197345, -1.948911], [0.458726, -2.830464, -0.748738], [1.091962, -5.584522, 1.019971], [1.996748, -6.308607, -1.218412], [1.847210, -4.713594, -3.136502], [0.858105, -2.470852, -2.747300], [-0.377569, -0.081072, -2.139625], [0.703992, 0.621908, -2.824376], [0.403152, 1.233735, -4.035365], [1.354464, 1.972944, -4.712628], [2.621739, 2.108636, -4.161725], [2.921501, 1.478799, -2.967992], [1.977754, 0.703836, -2.284711], [2.404984, 0.043971, -1.023917], [3.685343, -0.511626, -0.951376], [4.187354, -1.012073, 0.237873], [3.440134, -0.920655, 1.400979], [2.158525, -0.388114, 1.350229], [1.639700, 0.051990, 0.139458], [-1.096255, 0.613042, -1.923496], [-0.806689, -0.748656, -2.774388], [-0.597111, 1.136727, -4.443900], [1.105483, 2.448073, -5.651649], [3.375226, 2.703117, -4.660898], [3.903363, 1.601866, -2.530688], [4.288205, -0.548592, -1.850356], [5.177766, -1.447389, 0.264230], [3.842042, -1.268230, 2.343735], [1.569277, -0.313443, 2.255550], [-4.751923, 3.238219, 2.243847], [-3.708912, 2.934336, 3.315437], [-3.864508, 1.512782, 3.847842], [-2.290606, 3.204077, 2.803545], [-1.904631, 2.308595, 1.706437], [-1.468117, 1.057804, 1.756544], [-1.431990, 0.601451, 0.522900], [-1.827253, 1.615687, -0.280684], [-2.126765, 2.634317, 0.421198], [-5.754658, 3.118041, 2.653796], [-4.659446, 2.561019, 1.391468], [-4.658180, 4.260559, 1.873786], [-3.845083, 3.631280, 4.146396], [-3.814425, 0.772047, 3.044975], [-4.838367, 1.400089, 4.323348], [-3.102970, 1.272439, 4.594230], [-1.561122, 3.076766, 3.601415], [-2.221394, 4.213717, 2.405075], [-1.192202, 0.504404, 2.639865]],
  "forces_ev_per_angstrom": [[-2.7, -0.8, -0.4], [-0.2, 0.1, 0.2], [0.3, -0.1, -0.2], [0.2, 0.7, 0.0], [-0.1, 0.1, 0.1], [0.0, -0.1, 0.0], [0.0, 0.0, 0.0], [0.0, -0.1, 0.0], [0.0, 0.0, 0.1], [0.9, 0.7, -0.3], [0.0, 0.0, 0.0], [0.0, 0.0, 0.0], [0.0, 0.0, 0.0], [0.1, 0.0, 0.0], [0.5, 0.3, 0.8], [-0.2, 0.0, -0.3], [-0.1, 0.0, 0.0], [0.0, 0.0, 0.0], [0.0, 0.0, 0.0], [0.0, 0.0, -0.1], [0.1, -0.2, 0.0], [0.3, 0.5, 0.0], [0.1, 0.3, 0.0], [0.1, 0.0, 0.0], [0.1, 0.3, 0.1], [0.1, 0.4, 0.2], [-0.3, -2.0, -0.4], [-0.1, 0.0, -0.2], [0.0, -0.1, 0.1], [0.0, 0.0, 0.0], [0.0, 0.0, 0.0], [0.0, 0.0, 0.0], [0.0, 0.0, 0.0], [0.0, 0.0, 0.0], [0.0, -0.1, 0.0], [0.0, 0.0, 0.0], [-0.1, -0.3, 0.0], [0.0, 0.1, 0.1], [0.0, -0.2, -0.2], [0.0, 0.1, 0.1], [-0.1, 0.1, 0.1], [-0.3, 0.0, 0.1], [-0.1, -0.2, 0.1], [1.4, 0.4, 0.0], [0.0, 0.0, 0.1], [-0.1, -0.1, 0.0], [0.0, 0.0, 0.0], [0.0, 0.0, 0.0], [0.0, 0.0, 0.0], [0.0, 0.0, 0.0], [0.0, 0.0, 0.0], [0.0, 0.0, 0.0], [0.0, 0.0, 0.0], [0.1, 0.0, 0.0], [0.1, 0.0, 0.0], [0.0, 0.0, 0.0]],
  "lowdin_charge": [1.10, 0.12, -0.57, -0.16, -0.16, 0.03, -0.01, -0.03, -0.09, 0.01, 0.13, 0.12, 0.12, 0.11, 0.02, -0.23, -0.03, -0.06, -0.05, -0.02, -0.13, -0.21, -0.03, -0.06, -0.06, -0.10, -0.14, 0.06, 0.11, 0.12, 0.11, 0.11, 0.12, 0.12, 0.11, 0.11, 0.10, -0.07, -0.41, -0.07, -0.09, -0.07, -0.09, -0.07, 0.01, 0.11, 0.09, 0.07, 0.08, 0.14, 0.08, 0.09, 0.08, 0.14, 0.13, 0.15]
}

No. 2
{
  "formula": "C5H7NO2",
  "method": "ωB97M-V/def2-TZVPD",
  "spin_multiplicity": 1,
  "largest_force_ev_per_a": 3.2,
  "lumo_energy_ev": -0.37,
  "homo_lumo_gap_ev": 9.377,
  "relative_energy_kcal_mol": 93.6,
  "total_energy_ev": -10879.560,
  "homo_energy_ev": -9.748,
  "elements": ["C", "C", "C", "O", "N", "H", "H", "H", "C", "C", "O", "H", "H", "H", "H"],
  "xyz": [[1.756911, -1.238256, -0.870631], [1.258264, -0.685439, 0.418960], [1.299917, 1.541394, 0.183960], [1.618469, -0.933776, 1.520764], [1.792496, 2.223027, -0.607154], [1.419333, -0.549830, -1.649911], [1.340713, -2.221491, -1.081529], [2.843994, -1.252550, -0.893979], [-2.571577, 0.464725, 0.414009], [-1.104021, 0.390824, 0.566318], [-0.517104, -0.685260, 0.283651], [-0.312035, 1.379645, 0.529674], [-2.996457, 0.738559, 1.384021], [-3.014719, -0.464967, 0.057418], [-2.814182, 1.293397, -0.255571]],
  "forces_ev_per_angstrom": [[-0.6, 1.2, -1.1], [1.4, -0.8, 2.7], [0.2, -1.1, -0.3], [-1.0, 0.6, -1.7], [0.3, 0.5, -0.3], [0.1, -0.2, -0.1], [0.0, 0.0, 0.4], [-0.1, 0.0, 0.3], [-0.2, 0.0, 0.6], [1.7, 0.2, -2.3], [-0.5, 1.7, 0.8], [-1.5, -2.1, 0.9], [-0.1, 0.0, 0.0], [0.1, 0.0, 0.1], [0.1, 0.0, 0.0]],
  "lowdin_charge": [-0.01, -0.39, -0.26, 0.13, 0.00, 0.09, 0.10, 0.10, -0.02, -0.16, 0.04, 0.10, 0.10, 0.09, 0.10]
}